1.
{"formula": "C44H34F3N10O5SbV", "method": "the ωB97M-V functional and the def2-TZVPD basis", "e_above_lowest_kj_mol": 13.5, "molar_mass_g_mol": 1012.519, "s2": 3.762, "energy_ev": -111700.661, "multiplicity": 4, "homo_lumo_gap_ev": [6.596, 7.588], "elements": ["V", "C", "C", "N", "N", "C", "O", "C", "C", "C", "C", "C", "C", "C", "C", "C", "C", "C", "N", "H", "H", "H", "H", "H", "H", "H", "H", "H", "H", "H", "H", "N", "C", "N", "C", "N", "C", "C", "N", "C", "C", "N", "H", "H", "H", "H", "H", "C", "C", "N", "C", "C", "N", "C", "O", "O", "C", "O", "O", "H", "H", "H", "H", "H", "F", "C", "C", "C", "C", "C", "C", "Sb", "C", "C", "C", "C", "F", "C", "C", "C", "C", "C", "C", "F", "C", "C", "H", "H", "H", "H", "H", "H", "H", "H", "H", "H", "H", "H"], "xyz": [[-0.778, 0.216, 0.076], [2.246, 1.381, 3.324], [1.603, 0.546, 2.256], [0.549, 0.938, 1.617], [0.096, 2.199, 2.001], [-1.171, 2.385, 1.715], [-1.937, 1.537, 1.143], [-1.734, 3.726, 2.061], [-0.977, 4.701, 2.704], [-1.531, 5.939, 2.986], [-2.845, 6.216, 2.630], [-3.605, 5.247, 1.990], [-3.051, 4.007, 1.707], [2.245, -0.755, 1.948], [3.546, -1.010, 2.384], [4.137, -2.226, 2.081], [3.413, -3.163, 1.372], [2.117, -2.834, 0.999], [1.543, -1.668, 1.271], [1.615, 2.223, 3.579], [3.211, 1.760, 2.975], [2.436, 0.772, 4.210], [0.046, 4.476, 2.973], [-0.937, 6.694, 3.485], [-3.275, 7.184, 2.852], [-4.629, 5.458, 1.711], [-3.627, 3.240, 1.207], [4.097, -0.266, 2.941], [5.152, -2.434, 2.397], [3.832, -4.123, 1.103], [1.519, -3.550, 0.446], [-4.129, 0.138, -2.810], [-3.615, -0.477, -1.735], [-2.555, 0.182, -1.337], [-2.454, 1.207, -2.228], [-3.398, 1.215, -3.143], [-1.351, 2.163, -2.148], [-1.261, 3.288, -2.959], [-0.239, 4.127, -2.879], [0.692, 3.848, -1.972], [0.612, 2.736, -1.149], [-0.405, 1.877, -1.243], [-4.932, -0.117, -3.358], [-4.022, -1.371, -1.292], [-2.039, 3.499, -3.683], [1.531, 4.528, -1.892], [1.366, 2.530, -0.401], [-2.632, -0.900, 3.305], [-2.279, -1.814, 2.188], [-1.584, -1.490, 1.119], [-1.481, -2.620, 0.342], [-2.122, -3.656, 0.965], [-2.628, -3.118, 2.121], [-2.350, -5.097, 0.681], [-1.759, -5.594, -0.378], [-3.040, -5.741, 1.440], [-0.724, -2.559, -0.947], [-0.627, -3.603, -1.630], [-0.240, -1.434, -1.241], [-2.004, -0.016, 3.249], [-2.491, -1.389, 4.269], [-3.672, -0.577, 3.229], [-3.142, -3.665, 2.795], [-1.171, -4.899, -0.843], [7.358, 3.764, -0.408], [6.364, 2.920, -0.750], [5.672, 3.142, -1.923], [4.652, 2.263, -2.268], [4.323, 1.181, -1.453], [5.043, 1.001, -0.272], [6.073, 1.860, 0.087], [2.611, -0.071, -1.827], [3.639, -1.931, -2.048], [2.843, -3.058, -2.260], [3.408, -4.322, -2.349], [4.778, -4.439, -2.207], [5.337, -5.665, -2.275], [5.597, -3.349, -1.994], [5.015, -2.089, -1.919], [2.477, 0.385, -3.919], [1.265, 0.841, -4.428], [1.120, 1.156, -5.774], [2.213, 0.999, -6.600], [2.089, 1.299, -7.908], [3.432, 0.539, -6.137], [3.554, 0.232, -4.791], [5.936, 3.983, -2.550], [4.113, 2.428, -3.194], [4.808, 0.169, 0.383], [6.645, 1.720, 0.995], [1.764, -2.962, -2.345], [2.804, -5.204, -2.517], [6.666, -3.491, -1.895], [5.651, -1.226, -1.752], [0.408, 0.941, -3.773], [0.182, 1.509, -6.182], [4.258, 0.425, -6.827], [4.504, -0.137, -4.418]], "atomic_forces_ev_per_a": [[-0.7, -0.7, -0.1], [0.1, 0.0, 0.1], [-0.1, 0.2, -0.1], [0.4, -0.1, 0.3], [-0.2, 0.2, 0.0], [0.1, 0.2, -0.1], [0.1, 0.1, 0.1], [-0.1, 0.0, 0.0], [0.0, 0.0, 0.0], [0.0, 0.0, 0.0], [0.0, 0.0, 0.0], [0.0, 0.0, 0.0], [0.0, 0.0, 0.0], [0.0, -0.2, 0.0], [0.0, 0.1, 0.0], [0.0, 0.0, 0.0], [0.0, 0.0, 0.0], [-0.1, 0.0, 0.0], [-0.1, 0.0, 0.0], [0.0, 0.0, 0.0], [0.0, 0.0, 0.0], [0.0, 0.0, 0.0], [0.0, 0.0, 0.0], [0.0, 0.0, 0.0], [0.0, 0.0, 0.0], [0.0, 0.0, 0.0], [0.0, 0.0, 0.0], [0.0, 0.0, 0.0], [0.0, 0.0, 0.0], [0.0, 0.0, 0.0], [-0.1, 0.0, 0.0], [0.0, -0.1, 0.0], [0.0, 0.0, 0.0], [0.4, 0.1, 0.0], [-0.2, -0.1, -0.1], [0.1, 0.0, 0.0], [0.1, 0.1, 0.0], [0.0, -0.1, 0.0], [0.0, 0.0, 0.0], [0.0, 0.0, 0.0], [0.0, 0.0, 0.0], [0.1, 0.3, -0.1], [0.0, 0.0, 0.0], [0.0, 0.0, 0.0], [0.0, 0.0, 0.0], [0.0, 0.0, 0.0], [0.0, 0.0, 0.0], [0.0, 0.0, 0.0], [0.0, 0.0, 0.1], [-0.1, -0.1, -0.2], [0.1, -0.1, 0.1], [0.0, 0.1, -0.1], [0.0, 0.0, 0.1], [0.1, 0.1, 0.2], [0.4, 0.1, -0.1], [0.0, 0.0, -0.1], [0.0, -0.2, -0.1], [0.1, 0.0, 0.3], [0.1, 0.1, 0.0], [0.0, 0.0, 0.0], [0.0, 0.0, 0.0], [0.0, 0.0, 0.0], [0.0, 0.0, 0.0], [-0.6, 0.0, -0.1], [0.0, 0.0, 0.0], [0.0, 0.0, 0.0], [0.0, 0.0, 0.0], [0.0, 0.0, 0.0], [0.0, -0.1, -0.1], [0.0, 0.0, 0.0], [0.0, 0.0, 0.0], [0.0, 0.1, 0.0], [0.0, 0.0, 0.0], [0.0, 0.0, 0.0], [0.0, 0.0, 0.0], [0.0, 0.1, 0.0], [0.0, 0.0, 0.0], [0.0, 0.0, 0.0], [0.0, 0.0, 0.0], [0.0, 0.0, 0.1], [0.0, 0.0, 0.0], [0.0, 0.0, 0.0], [0.0, 0.0, 0.1], [0.0, 0.0, 0.0], [0.0, 0.0, 0.0], [0.0, 0.0, 0.0], [0.0, 0.0, 0.0], [0.0, 0.0, 0.0], [0.0, 0.0, 0.0], [0.0, 0.0, 0.0], [0.0, 0.0, 0.0], [0.0, 0.0, 0.0], [0.0, 0.0, 0.0], [0.0, 0.0, 0.0], [0.0, 0.0, 0.0], [0.0, 0.0, 0.0], [0.0, 0.0, 0.0], [0.0, 0.0, 0.0]]}

=====

2.
{"formula": "C44H35AsGeMoN2O", "method": "the ωB97M-V functional and the def2-TZVPD basis", "e_above_lowest_kj_mol": 75.8, "molar_mass_g_mol": 851.249, "total_charge": 3, "s2": 3.827, "energy_ev": -170408.016, "multiplicity": 4, "homo_lumo_gap_ev": [5.922, 4.805], "elements": ["Mo", "O", "C", "C", "C", "C", "C", "C", "C", "N", "C", "C", "N", "H", "H", "H", "H", "H", "H", "H", "C", "C", "C", "C", "C", "C", "As", "C", "C", "C", "C", "C", "C", "C", "C", "C", "C", "C", "C", "H", "H", "H", "H", "H", "H", "H", "H", "H", "H", "H", "H", "H", "C", "Ge", "C", "C", "C", "C", "C", "C", "C", "C", "C", "C", "C", "C", "C", "C", "C", "C", "H", "H", "H", "H", "H", "H", "H", "H", "H", "H", "H", "H", "H", "H", "H"], "xyz": [[-0.402, 0.407, 0.549], [-1.295, -0.805, -0.434], [-2.440, -0.950, -1.075], [-2.964, -2.226, -1.323], [-4.155, -2.368, -2.007], [-4.834, -1.246, -2.474], [-4.319, 0.019, -2.269], [-3.125, 0.204, -1.557], [-2.549, 1.505, -1.339], [-1.422, 1.738, -0.632], [-1.184, 3.086, -0.698], [-2.169, 3.674, -1.430], [-3.007, 2.680, -1.826], [-2.420, -3.087, -0.958], [-4.553, -3.356, -2.178], [-5.772, -1.364, -2.996], [-4.860, 0.871, -2.650], [-0.328, 3.533, -0.222], [-2.329, 4.704, -1.676], [-3.837, 2.815, -2.385], [-1.371, 0.079, 7.663], [-0.939, 1.209, 6.988], [-0.979, 1.257, 5.603], [-1.455, 0.155, 4.909], [-1.913, -0.978, 5.577], [-1.859, -1.013, 6.960], [-1.716, 0.125, 2.934], [-0.542, 1.671, 2.424], [-0.895, 3.025, 2.617], [0.080, 4.000, 2.658], [1.433, 3.655, 2.555], [1.819, 2.339, 2.404], [0.847, 1.323, 2.337], [1.100, -0.120, 2.307], [2.366, -0.744, 2.296], [2.462, -2.108, 2.457], [1.314, -2.895, 2.588], [0.060, -2.316, 2.571], [-0.075, -0.923, 2.447], [-1.338, 0.052, 8.741], [-0.581, 2.067, 7.538], [-0.646, 2.149, 5.084], [-2.312, -1.822, 5.015], [-2.211, -1.887, 7.489], [-1.936, 3.290, 2.771], [-0.193, 5.032, 2.805], [2.183, 4.427, 2.636], [2.869, 2.083, 2.406], [3.262, -0.148, 2.214], [3.436, -2.572, 2.500], [1.415, -3.960, 2.724], [-0.826, -2.932, 2.704], [3.074, 1.611, -0.691], [1.580, 0.394, -1.177], [2.228, -1.493, -0.971], [3.589, -1.763, -1.058], [4.049, -3.065, -0.930], [3.164, -4.099, -0.666], [1.808, -3.836, -0.565], [1.346, -2.539, -0.708], [1.199, 0.900, -3.091], [1.793, 2.061, -3.567], [1.896, 2.319, -4.931], [1.340, 1.449, -5.848], [0.666, 0.292, -5.416], [0.099, -0.627, -6.325], [-0.590, -1.735, -5.884], [-0.721, -1.968, -4.514], [-0.162, -1.097, -3.605], [0.562, 0.032, -4.015], [3.789, 1.647, -1.509], [3.604, 1.242, 0.182], [2.736, 2.627, -0.484], [4.295, -0.971, -1.261], [5.103, -3.272, -1.044], [3.528, -5.107, -0.533], [1.109, -4.635, -0.368], [0.281, -2.354, -0.624], [2.232, 2.768, -2.877], [2.427, 3.196, -5.269], [1.393, 1.657, -6.907], [0.243, -0.463, -7.382], [-1.015, -2.428, -6.594], [-1.247, -2.846, -4.171], [-0.287, -1.256, -2.540]], "atomic_forces_ev_per_a": [[0.9, 1.1, -0.7], [-0.4, -1.8, 0.1], [-2.0, 0.4, -1.5], [0.5, 0.4, 0.3], [0.0, 0.1, 0.0], [0.0, 0.0, 0.0], [0.3, 0.0, 0.3], [-0.1, -1.1, -0.1], [0.2, 0.1, 0.1], [-1.0, 0.4, -0.7], [-0.1, 0.7, -0.2], [0.7, 0.3, 0.4], [0.0, -0.7, 0.1], [0.0, 0.0, 0.0], [-0.1, -0.1, 0.0], [0.0, 0.0, -0.1], [-0.1, 0.1, 0.0], [-0.1, 0.1, 0.0], [-0.1, 0.2, -0.1], [0.0, -0.1, 0.0], [0.0, 0.0, 0.0], [0.0, 0.0, 0.0], [0.1, 0.0, -0.3], [0.0, 0.1, -0.3], [0.0, -0.1, -0.5], [0.0, 0.0, 0.0], [0.0, -0.2, 0.7], [0.9, 0.5, 0.6], [-0.2, -0.3, -0.2], [0.1, -0.1, 0.0], [-0.2, -0.1, 0.0], [-0.1, -0.4, -0.2], [-0.1, 0.9, 1.2], [0.2, -0.8, 0.5], [-0.2, 0.2, -0.1], [-0.1, 0.1, 0.0], [0.0, 0.2, 0.0], [-0.3, 0.1, 0.0], [0.6, -0.1, 0.5], [0.0, 0.0, 0.1], [0.0, 0.0, 0.1], [0.0, 0.0, 0.1], [0.0, 0.1, 0.2], [0.0, -0.1, 0.0], [0.0, 0.0, -0.1], [-0.1, 0.1, 0.0], [0.1, 0.1, 0.0], [0.0, 0.0, -0.1], [0.1, 0.0, 0.0], [0.1, 0.0, 0.0], [0.0, -0.1, 0.0], [0.1, 0.0, 0.0], [-0.3, -0.1, -0.1], [1.0, -0.3, 0.3], [-0.5, 0.7, -0.2], [0.0, 0.1, -0.2], [0.1, 0.0, 0.1], [0.0, 0.0, 0.0], [0.0, 0.0, 0.1], [-0.2, 0.1, -0.2], [-0.3, -0.7, 0.7], [0.3, 0.5, -0.6], [0.2, 0.5, 0.8], [-0.4, -0.7, -0.4], [0.0, 0.0, 0.3], [0.4, 0.7, -0.1], [-0.3, -0.6, 0.7], [-0.3, -0.4, -1.0], [0.4, 0.6, 0.7], [0.0, 0.1, -0.3], [0.1, 0.0, -0.1], [0.0, -0.1, 0.1], [0.0, 0.0, 0.0], [0.1, 0.1, 0.0], [0.1, 0.0, 0.1], [0.1, -0.1, -0.1], [0.0, -0.1, 0.0], [0.1, -0.1, 0.0], [0.1, 0.0, 0.0], [0.0, 0.1, 0.0], [0.1, 0.0, -0.1], [-0.1, 0.0, -0.2], [0.0, -0.1, -0.1], [-0.1, 0.0, 0.0], [0.1, -0.2, -0.2]]}